[1]
Below is C50H60CoGe2N4OSi as an isolated structure in a non-equilibrium geometry, with properties calculated with ωB97M-V/def2-TZVPD.

## Properties
M	965.30	g mol⁻¹
energy relative to the best compared isomer or geometry (same formula, charge and spin)	14.2	kcal/mol
electronic energy	-219367.926	eV
<S²>	0.91
multiplicity	2
gap between HOMO and LUMO (spin up / spin down)	6.541 / 6.608	eV

Element x y z (Å)
Co -0.0221 -0.3035 0.1846
N -0.1042 -0.9809 3.1740
C -1.2067 -0.6316 4.0141
C -1.0194 -0.7901 5.3825
C -1.9785 -0.3799 6.2871
C -3.1210 0.2339 5.8034
C -3.3108 0.3589 4.4404
C -2.4009 -0.1180 3.4865
C -2.7868 -0.1604 2.0365
C -4.1647 -0.0495 1.7678
C -4.6886 -0.1581 0.4969
C -3.8491 -0.5222 -0.5474
C -2.5176 -0.7442 -0.2581
C -1.9090 -0.4860 0.9805
H 0.1068 -0.2120 2.5344
H 0.7305 -1.1572 3.7295
H -0.0889 -1.2198 5.7325
H -1.8188 -0.5076 7.3483
H -3.8693 0.6156 6.4842
H -4.2059 0.8579 4.1073
H -4.8658 0.0871 2.5751
H -5.7502 -0.0309 0.3386
H -4.2328 -0.6709 -1.5468
H -1.9068 -1.1451 -1.0676
C -1.9936 -4.7428 1.5460
C -1.7144 -3.4682 2.3410
Ge -0.1444 -2.4797 1.6170
C 1.4116 -3.3408 2.5924
C 1.7032 -4.8085 2.3062
C 0.3426 -3.0611 -2.2126
C 0.8777 -2.0910 -3.3005
Ge 0.0663 1.3301 -1.7996
C 1.7264 2.0952 -2.6581
C 1.8994 1.9464 -4.1662
C -1.3570 1.8859 -3.0950
C -1.4529 0.9685 -4.3124
C 0.9014 -2.6431 -4.7122
C 0.8591 -3.9980 -5.0157
C 0.9325 -4.4409 -6.3304
C 1.0420 -3.5372 -7.3706
C 1.0880 -2.1808 -7.0844
C 1.0220 -1.7468 -5.7742
H -2.9480 -5.1909 1.8214
H -1.2235 -5.4970 1.7037
H -2.0327 -4.5420 0.4746
H -1.5352 -3.6934 3.3929
H -2.5783 -2.8119 2.2878
H 1.1821 -3.2403 3.6563
H 2.2965 -2.7348 2.3837
H 0.8888 -5.4435 2.6526
H 2.6092 -5.1423 2.8156
H 1.8445 -5.0088 1.2463
H -0.0946 -3.9525 -2.6567
H 2.5926 1.6930 -2.1292
H 1.7057 3.1691 -2.4590
H 1.8514 0.9165 -4.5081
H 2.8679 2.3397 -4.4824
H 1.1346 2.5059 -4.7035
H -1.1877 2.9252 -3.3880
H -2.3178 1.8503 -2.5816
H -0.5416 0.9573 -4.9037
H -2.2645 1.2708 -4.9749
H -1.6524 -0.0612 -4.0142
H 0.7879 -4.7324 -4.2280
H 0.9031 -5.5016 -6.5360
H 1.0920 -3.8827 -8.3928
H 1.1742 -1.4587 -7.8860
H 1.0577 -0.6873 -5.5637
C 4.2954 -2.5006 -0.8042
Si 2.5232 -1.8895 -1.0606
C 1.4213 -3.4205 -1.1950
C 2.2800 -1.5592 -2.9052
N 1.9855 -0.6391 0.0027
C 2.7616 0.3783 0.4578
C 4.1102 0.5889 0.0971
C 4.8544 1.6692 0.5243
C 4.2893 2.6485 1.3263
C 2.9586 2.5054 1.6910
C 2.2335 1.4039 1.2818
O 0.8624 1.3047 1.5555
C 0.3034 2.0853 2.5557
C -0.9107 2.6829 2.2649
C -1.5405 3.4479 3.2321
C -0.9777 3.5867 4.4899
C 0.2186 2.9441 4.7826
C 0.8707 2.1921 3.8192
H 4.3579 -3.4973 -1.2369
H 4.5781 -2.5721 0.2416
H 5.0369 -1.8890 -1.3081
H 2.0727 -4.1988 -1.6041
H -0.4787 -2.5686 -1.6835
H 0.9916 -3.8259 -0.2884
H 3.0463 -2.1462 -3.4234
H 2.4236 -0.5287 -3.2149
H 0.1937 -1.2313 -3.3200
H 4.5729 -0.1130 -0.5718
H 5.8847 1.7538 0.2061
H 4.8563 3.5038 1.6589
H 2.4796 3.2726 2.2853
H -1.3698 2.5005 1.3026
H -2.4898 3.9085 3.0006
H -1.4763 4.1705 5.2479
H 0.6483 3.0211 5.7710
H 1.8003 1.6874 4.0479
N 0.3752 5.0937 0.2260
C 0.7925 3.9028 -0.2459
N -0.1970 3.1193 -0.5879
C -1.3569 3.8350 -0.3181
C -2.6933 3.4366 -0.3501
C -3.6358 4.3481 0.0726
C -3.2735 5.6235 0.5328
C -1.9518 6.0115 0.6164
C -1.0060 5.0825 0.1995
H 0.9742 5.8305 0.5655
H 1.8303 3.6286 -0.2891
H -2.9717 2.4390 -0.6512
H -4.6797 4.0692 0.0643
H -4.0460 6.3084 0.8485
H -1.6694 6.9759 1.0085

Forces on the atoms, in the same order (eV/Å):
Co 0.81 -1.59 0.74
N 0.17 -0.04 -0.38
C -0.07 0.04 0.11
C -0.04 0.10 -0.02
C 0.04 -0.02 0.01
C 0.00 0.02 0.00
C 0.05 0.04 0.05
C 0.04 0.08 0.01
C 0.12 -0.21 0.14
C -0.03 -0.03 -0.07
C -0.02 0.01 0.04
C 0.00 -0.12 0.15
C -0.31 -0.09 -0.32
C -0.10 0.97 -0.92
H 0.02 -0.13 0.27
H -0.14 0.03 0.00
H 0.06 -0.03 0.03
H 0.01 -0.01 0.04
H -0.02 0.02 0.02
H -0.04 0.04 0.00
H -0.05 0.03 0.03
H -0.08 0.02 -0.01
H -0.04 -0.04 -0.09
H 0.04 0.14 -0.05
C -0.01 -0.06 0.01
C 0.16 -0.11 -0.29
Ge -0.05 0.84 0.47
C -0.07 0.02 -0.30
C 0.01 -0.08 0.02
C -0.20 0.09 0.01
C -0.10 0.12 0.01
Ge -0.32 0.21 0.69
C -0.08 -0.01 0.16
C 0.00 0.06 -0.07
C 0.05 -0.08 0.11
C -0.04 -0.01 -0.01
C -0.04 0.02 -0.02
C 0.11 0.01 0.00
C 0.00 -0.03 0.03
C 0.01 -0.01 -0.04
C 0.01 0.05 -0.06
C -0.07 -0.02 0.03
H -0.06 -0.05 0.04
H 0.06 -0.05 -0.01
H -0.03 0.02 -0.10
H 0.03 -0.04 0.10
H -0.07 0.12 0.02
H -0.02 0.04 0.09
H 0.05 0.08 -0.01
H -0.06 -0.05 0.00
H 0.03 -0.01 0.03
H 0.03 -0.01 -0.10
H -0.09 -0.04 -0.03
H 0.05 -0.03 0.02
H 0.02 0.01 0.08
H 0.00 -0.10 -0.01
H 0.02 0.01 -0.02
H -0.07 0.02 -0.04
H 0.00 0.02 -0.08
H -0.02 0.06 0.07
H 0.10 0.00 -0.06
H -0.05 0.02 -0.05
H -0.03 -0.10 0.03
H -0.02 -0.07 0.08
H -0.01 -0.07 -0.02
H 0.01 -0.03 -0.08
H 0.00 0.02 -0.02
H -0.01 0.08 0.01
C -0.24 0.03 0.01
Si 0.09 -0.09 -0.05
C 0.10 0.14 0.02
C 0.10 -0.01 0.07
N -0.25 -0.14 -0.19
C -0.03 0.27 -0.24
C 0.08 0.02 0.04
C 0.04 0.06 0.03
C 0.03 -0.02 0.00
C 0.07 0.05 0.00
C 0.06 0.06 -0.07
O 0.02 -0.26 0.17
C -0.20 0.14 0.03
C 0.04 -0.39 0.14
C -0.06 -0.08 0.07
C 0.06 -0.03 -0.01
C -0.02 0.01 -0.01
C -0.05 -0.09 -0.01
H 0.02 -0.15 -0.04
H 0.04 0.01 0.22
H 0.13 0.07 -0.10
H 0.08 -0.06 -0.04
H 0.04 0.01 0.00
H -0.08 -0.14 0.17
H 0.01 -0.02 -0.02
H 0.04 0.10 -0.04
H 0.10 -0.07 -0.04
H 0.06 -0.09 -0.06
H 0.05 0.02 -0.02
H 0.06 0.08 0.02
H 0.02 -0.03 0.01
H 0.15 -0.21 0.65
H -0.09 0.05 -0.02
H -0.05 0.06 0.08
H 0.02 0.01 0.07
H 0.03 0.02 -0.03
N 0.06 0.05 0.07
C 0.10 -0.07 0.06
N 0.10 0.27 -0.75
C -0.19 0.24 -0.22
C 0.03 0.13 -0.17
C -0.02 0.01 0.00
C 0.07 0.04 0.00
C -0.08 -0.11 -0.02
C -0.16 0.13 -0.10
H -0.10 -0.14 -0.03
H 0.16 0.01 -0.12
H -0.03 -0.14 -0.04
H -0.05 -0.02 0.00
H -0.06 0.05 0.03
H 0.03 0.10 0.04

=====

[2]
Below is a 3-piece molecular cluster, C6H18O3S3 overall in a non-equilibrium geometry, with properties calculated with ωB97M-V/def2-TZVPD.

## Properties
M	234.41	g mol⁻¹
energy relative to the best compared isomer or geometry (same formula, charge and spin)	83.0	kcal/mol
electronic energy	-45155.569	eV
gap between HOMO and LUMO	8.826	eV

Element x y z (Å)
C 3.8865 1.6793 -2.4878
S 2.5195 1.9213 -1.3648
O 1.6575 2.9853 -2.0138
C 1.8855 0.2713 -1.6518
H 4.4295 2.6613 -2.4728
H 3.6395 1.2133 -3.4988
H 4.7175 1.0323 -2.1198
H 1.1945 0.3273 -0.8298
H 2.6485 -0.4737 -1.2778
H 1.6575 0.1083 -2.6188
C 0.3015 -2.7877 -0.2338
S 0.4575 -2.2977 1.4262
O -0.1265 -0.8937 1.4522
C -0.7995 -3.5797 2.0282
H 0.8995 -2.1107 -0.9578
H -0.5635 -2.7447 -0.5148
H 0.3995 -3.8137 -0.2398
H -0.8445 -3.2317 3.1152
H -0.5355 -4.6117 1.9442
H -1.6445 -3.2517 1.5482
C -2.6645 1.6973 -0.1848
S -2.8385 2.8173 1.1622
O -4.3315 2.8433 1.3782
C -2.1455 1.6413 2.3242
H -3.5335 1.1793 -0.3088
H -1.7465 0.9793 0.2072
H -2.5055 2.0203 -1.3278
H -2.1015 2.1053 3.1512
H -1.2045 1.5373 1.8712
H -2.7095 0.7753 2.4942

Forces on the atoms, in the same order (eV/Å):
C 2.29 0.19 -0.71
S 0.51 0.98 -1.20
O 0.57 -1.51 0.63
C 1.90 0.26 4.62
H -0.78 -0.61 -0.90
H -0.08 1.28 1.17
H -0.96 0.00 0.43
H -1.55 -0.95 -0.42
H -0.44 0.93 -0.53
H -1.47 -0.52 -3.05
C 9.04 1.85 0.74
S -0.21 0.73 0.51
O 0.09 -1.51 0.38
C 2.26 2.64 2.87
H -0.49 -1.64 1.36
H -10.09 1.44 -2.79
H 1.62 -2.40 -0.46
H -0.24 -0.92 -1.28
H 0.34 -0.42 -0.26
H -2.37 0.24 -1.13
C 5.24 -0.91 -2.43
S -2.02 0.02 0.07
O 0.67 0.54 0.12
C -0.59 -0.88 -5.05
H -2.49 -1.73 0.52
H -2.44 1.48 -1.93
H 0.26 0.16 2.84
H 0.67 3.54 6.24
H 1.55 -0.83 0.18
H -0.79 -1.44 -0.54

=====

[3]
Below is C67H67N4O2P2Pd as an isolated structure in a non-equilibrium geometry, with properties calculated with ωB97M-V/def2-TZVPD.

## Properties
M	1128.67	g mol⁻¹
net charge	+1
electronic energy	-102669.120	eV
gap between HOMO and LUMO	4.584	eV

Element x y z (Å)
C 6.4860 0.7413 4.8991
O 5.1101 0.5313 5.2666
C 4.7940 -0.4536 6.1575
C 3.4668 -0.4259 6.5898
N 2.6459 0.6671 6.1408
C 2.3264 0.9820 4.8667
N 2.1223 2.2954 4.8317
C 2.0394 3.1948 3.7026
C 2.0410 2.7882 6.1402
C 2.3720 1.7779 6.9543
C 3.0436 -1.2321 7.6558
O 1.8298 -0.9053 8.1718
C 1.3208 -1.5666 9.3495
C 3.8872 -2.2718 8.1070
C 5.1568 -2.3943 7.5333
C 5.6560 -1.4529 6.6330
H 6.4645 1.5360 4.1505
H 7.0748 1.0709 5.7693
H 6.9301 -0.1689 4.4686
H 2.7956 2.9609 2.9405
H 1.0417 3.2117 3.2397
H 2.2315 4.2009 4.1073
H 1.8111 3.8213 6.3087
H 2.5316 1.7390 8.0109
H 0.3163 -1.1649 9.4760
H 1.2811 -2.6539 9.2065
H 1.9276 -1.3258 10.2336
H 3.5662 -2.9411 8.9087
H 5.7975 -3.2236 7.8233
H 6.6901 -1.4815 6.2867
C -3.4786 -2.9519 -6.7710
N -4.2327 -2.6789 -5.5561
C -5.6193 -2.2967 -5.7572
C -3.6523 -2.6084 -4.3185
C -4.4296 -2.2352 -3.1780
C -3.8368 -1.9078 -1.9801
C -2.4152 -1.9495 -1.8167
C -1.7870 -1.7067 -0.5180
C -2.4045 -1.2288 0.6475
C -1.9050 -1.2899 1.9729
C -0.8886 -2.1631 2.4145
C -0.3805 -1.9795 3.7378
C 0.8138 -2.5492 4.0995
C 1.5523 -3.2829 3.1248
N 2.8880 -3.4312 3.3020
C 3.7392 -4.1050 2.3415
C 3.5310 -2.6260 4.3116
C 0.9201 -3.7194 1.9295
C -0.3100 -3.1881 1.6044
Pd -1.4207 -0.0761 -2.5025
P -2.7383 1.7212 -2.8255
C -2.2727 3.2927 -2.0593
C -1.9598 4.4202 -2.8336
C -1.5833 5.6110 -2.2233
C -1.5119 5.7071 -0.8316
C -1.8145 4.5854 -0.0549
C -2.1825 3.3841 -0.6559
C -2.6922 1.8834 -4.6161
C -3.4175 2.8996 -5.2579
C -3.4583 2.9340 -6.6530
C -2.7773 1.9722 -7.4068
C -2.0460 0.9699 -6.7652
C -1.9953 0.9288 -5.3741
C -4.4739 1.3716 -2.4324
C -5.3758 0.9930 -3.4412
C -6.6782 0.6209 -3.1141
C -7.0912 0.5963 -1.7802
C -6.1917 0.9489 -0.7718
C -4.8920 1.3422 -1.0902
P 0.7536 0.5277 -1.9086
C 1.7076 -0.7977 -2.6750
C 2.0980 -0.6815 -4.0165
C 2.5905 -1.8041 -4.6813
C 2.7064 -3.0273 -4.0153
C 2.3343 -3.1415 -2.6719
C 1.8303 -2.0295 -1.9987
C 1.2573 2.1558 -2.5405
C 1.8891 3.1135 -1.7269
C 2.1460 4.3922 -2.2217
C 1.7807 4.7380 -3.5246
C 1.1507 3.7933 -4.3355
C 0.9006 2.5122 -3.8522
C 1.4157 0.4153 -0.2108
C 2.7220 -0.0038 0.1225
C 3.1116 -0.1263 1.4796
C 2.2094 0.2262 2.4432
C 0.9491 0.6758 2.1537
C 0.5454 0.8126 0.8172
C -1.6476 -2.5198 -2.9133
C -2.2722 -2.8818 -4.1104
H -2.7710 -2.1365 -7.0027
H -2.9295 -3.9019 -6.6929
H -4.1988 -3.0324 -7.5950
H -5.8187 -1.2648 -5.4177
H -5.8336 -2.3590 -6.8317
H -6.2977 -2.9796 -5.2209
H -5.5157 -2.2077 -3.2686
H -4.4417 -1.6489 -1.1184
H -0.7129 -1.9206 -0.4702
H -3.3415 -0.6743 0.5261
H -2.4083 -0.6622 2.7184
H -0.9040 -1.3238 4.4301
H 1.2171 -2.3657 5.0922
H 3.9225 -3.4929 1.4410
H 4.7018 -4.3098 2.8238
H 3.2890 -5.0568 2.0301
H 3.1529 -2.8748 5.3135
H 4.6117 -2.7912 4.2893
H 3.3275 -1.5510 4.1438
H 1.4384 -4.3940 1.2483
H -0.8316 -3.5322 0.7129
H -2.0123 4.3663 -3.9201
H -1.3338 6.4675 -2.8475
H -1.2151 6.6459 -0.3643
H -1.7580 4.6530 1.0314
H -2.3991 2.5192 -0.0270
H -3.9544 3.6448 -4.6680
H -4.0346 3.7181 -7.1396
H -2.8051 2.0076 -8.4974
H -1.5033 0.2160 -7.3374
H -1.4231 0.1302 -4.8750
H -5.0503 0.9894 -4.4827
H -7.3657 0.3466 -3.9138
H -8.1091 0.2874 -1.5385
H -6.5033 0.9081 0.2721
H -4.2054 1.6226 -0.2915
H 2.0033 0.2747 -4.5265
H 2.8809 -1.7129 -5.7270
H 3.0835 -3.9037 -4.5429
H 2.4343 -4.0867 -2.1340
H 1.5334 -2.1227 -0.9490
H 2.1874 2.8570 -0.7106
H 2.6297 5.1303 -1.5843
H 1.9738 5.7435 -3.9040
H 0.8490 4.0469 -5.3527
H 0.4074 1.7897 -4.5025
H 3.4547 -0.2380 -0.6519
H 4.1070 -0.4897 1.7434
H 2.5397 0.3282 3.9452
H 0.2362 0.9299 2.9383
H -0.4549 1.1843 0.5889
H -0.6090 -2.8009 -2.7277
H -1.7071 -3.3862 -4.8985

Forces on the atoms, in the same order (eV/Å):
C -0.19 -0.24 0.23
O 0.44 -0.38 0.16
C 0.30 0.05 -0.23
C -0.45 0.47 0.47
N -1.02 0.91 0.91
C 1.98 0.50 2.72
N -0.94 -0.08 0.97
C -0.27 0.72 -0.62
C 0.37 -0.16 -0.57
C 0.67 -0.42 -0.01
C 0.19 -0.41 0.20
O 0.00 -0.33 0.12
C 0.41 0.01 -0.36
C -0.28 0.36 -0.19
C -0.09 0.30 0.17
C -0.16 0.24 -0.35
H 0.01 -0.20 0.13
H -0.18 -0.15 -0.22
H -0.15 0.28 0.08
H -0.34 -0.08 0.34
H 0.38 -0.20 0.13
H 0.02 -0.35 -0.26
H -0.04 0.08 0.21
H -0.09 0.04 0.22
H 0.12 -0.12 0.01
H -0.03 0.24 0.02
H -0.06 -0.06 -0.27
H 0.12 0.22 -0.38
H -0.10 0.21 0.11
H -0.36 -0.15 0.13
C 0.28 -0.12 0.08
N 0.15 -0.07 0.29
C -0.37 0.06 0.18
C 0.02 0.22 -0.12
C -0.17 0.05 0.12
C 0.37 -0.32 -0.46
C -0.06 -0.76 0.29
C 0.40 0.15 -1.22
C -0.11 0.65 1.00
C -0.73 -0.61 -1.74
C -0.11 -0.10 0.57
C 0.43 -0.35 -0.59
C -0.52 0.14 -0.13
C 0.88 0.52 -0.21
N -0.30 -0.32 0.07
C -0.01 -0.12 -0.27
C 0.11 0.35 0.47
C -0.46 0.18 0.06
C 0.35 0.20 0.34
Pd 0.60 -0.46 1.40
P 0.22 -0.86 0.10
C -0.23 0.65 0.09
C -0.05 -0.16 0.26
C 0.13 0.07 0.22
C -0.07 -0.26 -0.25
C 0.03 0.12 -0.07
C 0.05 0.17 -0.33
C -0.35 0.73 -0.46
C 0.25 -0.47 -0.56
C 0.00 0.04 0.11
C 0.02 0.02 0.11
C -0.03 0.13 0.00
C -0.22 0.09 -0.02
C -0.58 0.41 -0.04
C 0.06 0.09 0.34
C 0.12 -0.01 0.18
C 0.03 -0.10 -0.21
C 0.09 -0.02 -0.08
C -0.31 -0.08 -0.31
P 0.13 -0.34 0.86
C 0.29 -0.10 -0.64
C 0.07 -0.64 0.39
C 0.01 -0.06 0.10
C 0.00 -0.06 -0.08
C -0.05 0.37 0.00
C 0.08 -0.03 -0.43
C 0.50 0.39 -0.22
C -0.10 -0.12 -0.32
C -0.11 0.01 -0.17
C -0.08 -0.11 0.10
C 0.15 -0.06 0.01
C 0.02 0.15 0.21
C 0.02 0.62 0.36
C 0.40 -0.09 0.39
C -0.76 0.37 -2.41
C 0.96 -1.26 1.36
C -0.25 0.24 -1.63
C 0.03 -0.37 0.52
C -0.68 -0.03 0.48
C 0.16 0.29 0.08
H -0.14 -0.27 0.10
H -0.11 0.28 -0.09
H 0.43 -0.06 0.23
H 0.10 -0.34 -0.08
H -0.08 0.06 0.48
H 0.10 0.23 -0.20
H 0.37 0.13 0.10
H -0.10 0.07 -0.19
H -0.47 -0.09 -0.03
H 0.24 -0.23 0.00
H 0.24 -0.25 -0.24
H 0.06 -0.07 -0.14
H -0.05 -0.02 -0.31
H -0.10 -0.11 0.23
H -0.28 -0.04 -0.20
H 0.21 0.20 0.11
H 0.35 -0.03 -0.19
H -0.28 -0.02 0.00
H 0.08 -0.45 -0.16
H -0.29 0.12 0.25
H 0.19 0.08 0.28
H 0.12 0.06 0.35
H -0.06 -0.13 0.17
H -0.09 -0.26 -0.08
H -0.02 -0.05 -0.24
H 0.16 0.19 -0.22
H 0.06 -0.26 -0.21
H 0.15 -0.17 -0.03
H -0.04 0.01 0.32
H -0.15 0.25 0.06
H -0.30 0.40 -0.16
H -0.15 0.02 0.30
H 0.07 0.05 0.22
H 0.29 0.12 0.00
H 0.05 0.07 -0.24
H -0.21 -0.10 -0.22
H 0.08 -0.25 0.05
H -0.01 -0.12 0.22
H -0.06 0.26 0.10
H 0.00 0.22 -0.26
H 0.11 0.10 -0.38
H -0.12 0.01 -0.22
H -0.08 -0.16 -0.11
H -0.05 -0.31 0.13
H 0.11 -0.03 0.25
H 0.00 0.18 0.21
H -0.33 -0.03 -0.06
H -0.03 0.07 -0.21
H -0.75 -0.16 -1.88
H -0.05 0.09 0.22
H 0.13 -0.16 -0.19
H -0.20 0.16 -0.17
H -0.05 0.37 0.31

=====

[4]
Below is one molecule with the formula C2H2N2O4 in a non-equilibrium geometry, with properties calculated with ωB97M-V/def2-TZVPD.

## Properties
M	118.05	g mol⁻¹
energy relative to the best compared isomer or geometry (same formula, charge and spin)	43.6	kcal/mol
electronic energy	-13273.287	eV
gap between HOMO and LUMO (spin up / spin down)	8.557 / 8.557	eV

Element x y z (Å)
C -0.4967 0.5866 -0.7485
C 0.8994 -0.9257 1.0882
O -0.8102 1.8799 -0.7303
O -0.0906 -1.7813 1.1179
N 0.6020 0.3154 0.2188
N 1.4794 0.8632 -0.4344
O -1.2015 -0.3065 -1.1587
O 2.0083 -1.0807 1.4602
H -1.6069 2.0252 -1.2656
H -0.7833 -1.5761 0.4523

Forces on the atoms, in the same order (eV/Å):
C -2.18 -0.73 3.60
C 0.93 -0.07 -0.87
O 0.24 0.13 -0.43
O -0.73 -0.11 -0.01
N -1.14 0.56 -2.52
N 2.12 0.08 0.33
O 0.88 0.01 -0.80
O -0.57 0.24 0.49
H 0.18 -0.24 0.02
H 0.25 0.13 0.20